# 1
C30H51N3O7PS3Ti as an isolated structure at a distorted geometry. Source: the Open Molecules 2025 dataset; level of theory: ωB97M-V/def2-TZVPD.

* HOMO (alpha / beta): -10.342 / -10.541 eV
* HOMO-LUMO gap (alpha / beta): 7.1350 / 7.7846 eV
* charge: +1
* multiplicity: 3
* maximum force: 0.075 hartree/bohr

XYZ file:
```
96
Properties=species:S:1:pos:R:3:lowdin_charge:R:1
Ti -0.598 -2.765 1.360 0.982
C -1.020 -0.232 2.946 -0.120
C 0.536 -0.427 2.983 -0.142
N 0.949 -1.405 1.968 -0.188
C 2.167 -2.158 2.100 -0.279
C 2.211 -3.025 3.358 -0.365
S 0.568 -3.804 3.571 0.980
C -0.415 -2.867 4.826 -0.364
C -1.760 -2.265 4.243 -0.210
N -1.655 -1.570 2.968 -0.158
H -1.310 0.422 3.764 0.137
H -1.363 0.152 2.068 0.050
H 1.006 0.499 2.820 0.074
H 1.025 -0.651 3.987 0.142
H 1.064 -0.793 1.136 0.049
H 2.177 -2.789 1.208 0.094
H 3.098 -1.543 2.040 0.150
H 2.836 -3.845 3.208 0.058
H 2.532 -2.470 4.291 0.116
H -0.775 -3.686 5.444 0.072
H 0.303 -2.290 5.366 0.064
H -2.405 -3.170 4.016 0.146
H -2.239 -1.708 5.047 0.127
H -2.629 -1.564 2.557 0.151
O 0.836 -3.641 0.043 -0.372
S 0.253 -3.053 -1.173 0.574
O 1.117 -2.724 -2.274 -0.247
O -0.444 -1.846 -0.616 -0.393
C -1.088 -4.075 -1.932 -0.149
C -1.047 -4.193 -3.341 -0.023
C -2.056 -4.806 -4.086 -0.013
C -3.149 -5.263 -3.354 -0.033
C -3.209 -5.170 -1.981 -0.069
C -2.228 -4.608 -1.250 -0.222
S -2.597 -4.397 0.493 0.612
O -3.809 -5.052 0.831 -0.216
O -1.311 -4.843 1.181 -0.383
O -2.561 -2.898 0.719 -0.394
H -0.241 -3.802 -3.908 0.104
H -2.080 -5.006 -5.105 0.099
H -3.984 -5.794 -3.846 0.131
H -4.093 -5.505 -1.512 0.111
O -4.326 7.518 -0.429 -0.059
N -5.022 7.826 0.468 0.059
C 1.739 4.823 1.901 -0.179
C 2.428 3.529 2.396 -0.171
C 2.387 2.538 1.171 -0.180
C 0.991 2.712 0.461 -0.443
C -0.090 3.174 1.492 -0.206
C 0.195 4.599 1.927 -0.187
P 0.576 1.110 -0.394 1.113
C 1.939 0.855 -1.635 -0.412
C 3.119 -0.101 -1.170 -0.182
C 3.848 -0.655 -2.465 -0.155
C 3.880 0.446 -3.592 -0.189
C 3.928 1.841 -2.929 -0.193
C 2.518 2.096 -2.348 -0.200
C -0.967 1.349 -1.398 -0.456
C -1.178 2.512 -2.360 -0.174
C -2.726 2.811 -2.664 -0.180
C -3.586 1.559 -2.726 -0.179
C -3.466 0.913 -1.324 -0.190
C -2.210 1.224 -0.485 -0.224
H 2.077 4.951 0.861 0.109
H 2.054 5.638 2.561 0.112
H 1.919 3.182 3.277 0.099
H 3.415 3.804 2.649 0.089
H 2.415 1.479 1.485 0.074
H 3.137 2.720 0.398 0.102
H 1.071 3.531 -0.338 0.114
H -0.082 2.482 2.367 0.100
H -1.113 3.184 1.120 0.086
H -0.170 4.850 2.909 0.105
H -0.337 5.287 1.312 0.097
H 1.389 0.253 -2.323 0.084
H 2.743 -0.978 -0.645 0.069
H 3.842 0.422 -0.533 0.097
H 3.326 -1.566 -2.738 0.079
H 4.909 -0.903 -2.277 0.112
H 3.033 0.529 -4.311 0.113
H 4.685 0.213 -4.304 0.104
H 4.173 2.595 -3.645 0.104
H 4.595 1.778 -2.075 0.102
H 1.906 2.299 -3.257 0.114
H 2.527 3.023 -1.743 0.095
H -0.933 0.362 -1.907 0.101
H -0.697 2.207 -3.312 0.112
H -0.746 3.442 -1.990 0.100
H -2.774 3.365 -3.630 0.110
H -3.008 3.579 -1.835 0.136
H -3.261 0.785 -3.411 0.108
H -4.620 1.723 -2.985 0.104
H -3.520 -0.149 -1.463 0.091
H -4.237 1.094 -0.569 0.110
H -1.982 0.525 0.340 0.074
H -2.325 2.242 -0.048 0.096
```


# 2
C30H51NP2Pd as an isolated structure at a distorted geometry. Source: the Open Molecules 2025 dataset; level of theory: ωB97M-V/def2-TZVPD.

* HOMO (alpha / beta): -12.917 / -13.676 eV
* HOMO-LUMO gap (alpha / beta): 7.4085 / 5.9138 eV
* charge: +2
* multiplicity: 5
* maximum force: 0.082 hartree/bohr

XYZ file:
```
85
Properties=species:S:1:pos:R:3:lowdin_charge:R:1
Pd 0.266 -0.916 -2.241 0.831
C -0.157 -2.689 1.388 -0.139
C 1.154 -2.787 0.846 -0.154
C 1.247 -1.326 2.631 -0.109
C -0.083 -1.823 2.520 -0.132
C 2.007 -1.878 1.522 -0.133
C -1.360 -3.366 0.930 -0.011
H -1.188 -3.958 0.024 0.091
H -2.133 -2.631 0.700 0.051
H -1.801 -4.037 1.690 0.128
C -1.166 -1.519 3.426 -0.009
H -2.152 -1.714 2.991 0.087
H -1.159 -0.467 3.753 0.066
H -1.133 -2.104 4.354 0.130
C 1.622 -0.435 3.733 -0.023
H 1.653 -0.969 4.691 0.126
H 0.864 0.365 3.867 0.074
H 2.611 0.022 3.600 0.096
C 3.421 -1.560 1.238 -0.012
H 4.109 -2.039 1.974 0.127
H 3.634 -0.481 1.270 0.078
H 3.692 -1.922 0.245 0.081
C 1.571 -3.749 -0.176 -0.010
H 1.952 -4.672 0.341 0.139
H 2.406 -3.399 -0.807 0.077
H 0.742 -4.074 -0.790 0.075
C -0.745 0.181 -4.358 -0.118
C -1.227 -1.122 -4.254 -0.153
C -0.503 -2.283 -4.815 -0.179
C 1.029 -2.377 -4.483 -0.181
C 1.667 -1.727 -3.322 -0.258
C 1.879 -0.282 -3.193 -0.272
C 1.630 0.816 -4.170 -0.183
C 0.446 0.636 -5.118 -0.158
H -0.626 -2.369 -5.923 0.146
H 1.565 -2.219 -5.424 0.127
H -1.029 -3.179 -4.463 0.114
H 0.732 0.016 -5.997 0.139
H -1.470 0.988 -4.195 0.123
H -2.344 -1.236 -4.222 0.136
H 0.219 1.666 -5.486 0.141
H 1.499 1.760 -3.624 0.110
H 2.735 -0.105 -2.548 0.080
H 2.562 0.905 -4.725 0.136
H 1.152 -3.461 -4.262 0.124
H 2.306 -2.342 -2.701 0.090
P -2.258 0.212 -0.036 0.898
P 1.665 1.285 -0.163 0.878
C -1.304 1.484 -1.122 -0.386
C 0.047 2.137 -0.759 -0.387
H -2.042 2.301 -1.215 0.089
H -1.179 0.940 -2.107 0.015
H 0.428 2.581 -1.683 0.054
H -0.087 2.968 -0.049 0.070
C 1.672 1.904 1.547 -0.277
H 1.906 1.037 2.155 -0.024
H 0.699 2.270 1.864 0.024
H 2.468 2.637 1.709 0.065
C 3.026 2.329 -0.720 -0.277
H 2.643 3.350 -0.879 0.070
H 3.438 1.982 -1.649 0.020
H 3.781 2.351 0.061 0.049
C -4.005 0.739 -0.126 -0.282
H -4.551 0.158 0.611 0.040
H -4.426 0.515 -1.115 0.049
H -4.120 1.804 0.095 0.049
C -2.462 -1.045 -1.361 -0.333
H -2.959 -1.944 -0.986 0.049
H -1.522 -1.451 -1.770 -0.027
H -3.039 -0.648 -2.220 0.055
C -3.335 1.151 3.190 -0.057
C -2.209 2.091 3.244 -0.321
C -2.181 3.399 2.626 -0.021
C -0.987 3.990 3.054 -0.017
C -0.344 2.997 3.906 -0.344
C 0.923 3.204 4.633 -0.024
N -1.060 1.838 3.941 0.100
H -3.524 0.730 4.185 0.103
H -3.132 0.305 2.516 0.012
H -4.252 1.641 2.842 0.091
H -2.975 3.815 1.977 0.117
H -0.589 5.003 2.873 0.122
H 1.057 4.279 4.849 0.099
H 0.896 2.654 5.585 0.098
H 1.800 2.868 4.057 0.072
```


# 3
C30H51NP2Pd as an isolated structure at a distorted geometry. Source: the Open Molecules 2025 dataset; level of theory: ωB97M-V/def2-TZVPD.

* HOMO (alpha / beta): -12.855 / -13.494 eV
* HOMO-LUMO gap (alpha / beta): 7.0552 / 5.7343 eV
* charge: +2
* multiplicity: 5
* maximum force: 0.084 hartree/bohr

XYZ file:
```
85
Properties=species:S:1:pos:R:3:lowdin_charge:R:1
Pd 0.116 -1.026 -2.700 0.897
C -0.172 -2.729 1.470 -0.122
C 1.128 -2.772 0.884 -0.127
C 1.209 -1.381 2.713 -0.128
C -0.131 -1.833 2.575 -0.118
C 1.981 -1.926 1.657 -0.132
C -1.363 -3.470 0.999 -0.002
H -1.128 -4.050 0.098 0.086
H -2.191 -2.788 0.763 0.062
H -1.743 -4.170 1.760 0.121
C -1.228 -1.479 3.497 0.000
H -2.199 -1.704 3.036 0.086
H -1.181 -0.410 3.765 0.060
H -1.151 -2.054 4.435 0.127
C 1.673 -0.577 3.861 -0.004
H 1.668 -1.180 4.787 0.127
H 0.998 0.277 4.050 0.075
H 2.697 -0.212 3.717 0.094
C 3.392 -1.611 1.355 0.001
H 4.086 -2.072 2.070 0.118
H 3.572 -0.529 1.387 0.085
H 3.652 -1.967 0.354 0.082
C 1.585 -3.680 -0.193 -0.008
H 2.006 -4.611 0.225 0.127
H 2.381 -3.227 -0.794 0.068
H 0.765 -3.964 -0.856 0.077
C -0.612 0.057 -4.362 -0.174
C -1.060 -1.288 -4.352 -0.215
C -0.354 -2.387 -5.124 -0.165
C 1.184 -2.427 -4.934 -0.163
C 1.718 -1.783 -3.654 -0.213
C 1.970 -0.418 -3.374 -0.218
C 1.835 0.722 -4.349 -0.160
C 0.555 0.551 -5.192 -0.152
H -0.619 -2.411 -6.190 0.136
H 1.750 -2.151 -5.839 0.131
H -0.743 -3.347 -4.742 0.119
H 0.769 -0.136 -6.024 0.118
H -1.298 0.845 -4.021 0.113
H -2.078 -1.460 -3.982 0.109
H 0.333 1.518 -5.665 0.134
H 1.815 1.655 -3.773 0.103
H 2.496 -0.193 -2.429 0.077
H 2.705 0.877 -5.000 0.139
H 1.426 -3.484 -4.728 0.119
H 2.072 -2.456 -2.845 0.096
P -2.245 0.406 0.065 0.883
P 1.460 1.465 -0.158 0.850
C -1.400 1.638 -1.051 -0.414
C -0.075 2.357 -0.684 -0.417
H -2.157 2.432 -1.166 0.086
H -1.262 1.148 -2.034 0.020
H 0.234 2.889 -1.601 0.078
H -0.253 3.113 0.099 0.071
C 1.617 2.018 1.566 -0.286
H 1.942 1.186 2.206 0.000
H 0.632 2.332 1.921 0.016
H 2.339 2.842 1.656 0.066
C 2.883 2.396 -0.877 -0.277
H 2.620 3.437 -1.098 0.056
H 3.211 1.925 -1.811 0.012
H 3.717 2.383 -0.165 0.049
C -3.988 0.980 -0.062 -0.284
H -4.572 0.396 0.659 0.044
H -4.364 0.790 -1.077 0.052
H -4.042 2.046 0.181 0.045
C -2.557 -1.039 -1.071 -0.322
H -3.306 -1.721 -0.629 0.058
H -1.621 -1.611 -1.269 -0.003
H -2.946 -0.657 -2.032 0.037
C -3.370 1.129 3.207 -0.065
C -2.247 2.080 3.309 -0.323
C -2.196 3.386 2.692 -0.018
C -0.995 3.970 3.120 -0.018
C -0.361 2.985 3.974 -0.341
C 0.923 3.181 4.671 -0.025
N -1.118 1.850 4.041 0.102
H -3.568 0.665 4.189 0.105
H -3.141 0.326 2.480 0.003
H -4.273 1.656 2.858 0.091
H -2.985 3.787 2.073 0.103
H -0.612 4.958 2.918 0.112
H 1.051 4.251 4.890 0.097
H 0.953 2.618 5.614 0.097
H 1.786 2.871 4.058 0.072
```


Record order is preserved below.
DFT total energy: -115643.8222, -55464.1786, -55465.4896 eV
Record order is preserved below.
Molar mass: 740.79, 594.11, 594.11 g/mol
Record order is preserved below.
Energy above the lowest of the compared OMol25 structures with the same formula, charge and spin: 167.66, 126.50, 0.00 kJ/mol